Run A
C4H9N3O | ωB97M-V/def2-TZVPD

```
! RIJCOSX wB97M-V def2-TZVPD def2/J DEFGRID3
* xyz 0 1
H 1.02 1.03 -0.45
N 0.23 1.78 -0.32
C -0.93 1.37 -0.06
C -1.98 2.45 -0.26
N -1.48 0.01 0.26
C -0.74 -1.25 -0.12
N 0.45 -1.73 -0.19
O 1.53 -0.83 0.17
C 2.65 -1.71 0.52
H -2.45 2.26 -1.26
H -2.73 2.23 0.59
H -1.36 3.35 -0.34
H -2.40 -0.29 -0.01
H -1.38 -2.23 -0.55
H 2.86 -2.41 -0.25
H 3.30 -0.93 0.61
H 2.42 -1.98 1.66
*
```

The value obtained for the HOMO energy is -9.2 eV. The LUMO energy is 0.7653 eV. As for the SMILES: [H]/N=C(/C)N/C=N\OC.

***

Run B
C4H9N3O | ωB97M-V/def2-TZVPD

```
! RIJCOSX wB97M-V def2-TZVPD def2/J DEFGRID3
* xyz 0 1
C 1.36 0.16 -0.14
C -2.13 1.17 -0.08
C 1.11 -0.14 1.33
C -1.03 0.22 -0.49
N 1.86 -1.00 -0.81
N -1.28 -1.01 -0.66
N -1.56 -2.12 -0.66
O 0.21 0.76 -0.79
H 2.12 0.95 -0.24
H 2.15 -0.79 -1.76
H 1.20 -1.77 -0.82
H -3.10 0.72 -0.28
H -2.06 1.41 0.98
H -2.03 2.08 -0.66
H 1.99 -0.61 1.75
H 0.91 0.78 1.87
H 0.27 -0.81 1.45
*
```

The value obtained for the HOMO energy is -7.8 eV. The LUMO energy is 0.9184 eV.

***

Run C
C4H9N3O | ωB97M-V/def2-TZVPD

```
! RIJCOSX wB97M-V def2-TZVPD def2/J DEFGRID3
* xyz 0 1
C 0.17 0.40 1.11
C 1.08 1.58 1.06
N 0.26 -0.65 0.32
C 0.99 -0.70 -0.93
N 0.41 -1.55 -1.80
C -2.73 -0.54 -0.29
N -2.24 -1.58 -0.50
O 2.01 -0.07 -1.09
H -0.50 -1.34 0.41
H 0.85 -1.65 -2.70
H -0.56 -1.84 -1.67
H -0.39 0.22 2.02
H -1.33 1.29 0.58
H 0.69 2.37 1.71
H 2.06 1.27 1.43
H -1.99 0.81 0.28
H 1.22 1.95 0.05
*
```

The value obtained for the HOMO energy is -9.5 eV. The LUMO energy is -0.6186 eV.

***

Run D
C4H9N3O | ωB97M-V/def2-TZVPD

```
! RIJCOSX wB97M-V def2-TZVPD def2/J DEFGRID3
* xyz 0 1
H 1.17 0.97 -2.83
N 1.77 0.39 -2.24
C 1.13 -0.43 -1.53
N 1.67 -1.32 -0.66
O -0.29 -0.33 -1.37
H 2.68 -1.30 -0.68
H 1.23 -1.17 0.40
H -0.62 -1.21 -1.15
C -2.21 0.19 0.82
C -0.76 0.19 0.99
N 0.23 -0.50 1.44
C 0.37 1.00 1.42
H -2.45 0.63 -0.14
H -2.62 -0.82 0.87
H -2.67 0.81 1.59
H 0.36 1.49 2.39
H 1.02 1.41 0.66
*
```

The value obtained for the HOMO energy is -9.1 eV. The LUMO energy is 0.7281 eV. As for the SMILES: [H]/N=C(/N)O.CC1=NC1.

***

run B is favored, and the nearest alternative lies 0.0044 hartree above it.

***

Run A
C4H9N3O | ωB97M-V/def2-TZVPD

```
! RIJCOSX wB97M-V def2-TZVPD def2/J DEFGRID3
* xyz 0 1
C 0.07 0.17 1.32
C 0.71 1.27 0.50
N -0.16 -0.92 0.53
C 1.14 -0.75 -0.62
N 0.72 -1.24 -1.80
C -2.19 0.41 -0.61
N -1.77 -0.72 -0.69
O 2.32 -0.68 -0.38
H -0.88 -1.59 0.80
H 1.35 -1.64 -2.48
H -0.27 -1.29 -2.01
H 0.14 -0.09 2.36
H -1.24 0.90 1.49
H 0.82 2.04 1.28
H 1.69 1.61 0.15
H -2.11 0.95 0.70
H -0.33 1.57 -0.54
*
```

The value obtained for the HOMO energy is -9.0 eV. The LUMO energy is 0.1774 eV.

***

Run B
C4H9N3O | ωB97M-V/def2-TZVPD

```
! RIJCOSX wB97M-V def2-TZVPD def2/J DEFGRID3
* xyz 0 1
C 1.25 0.77 -0.01
C 0.26 -0.11 -0.49
C -0.34 -1.39 0.23
C -1.17 0.27 -0.41
H 0.69 1.15 2.91
H 0.00 0.06 1.97
H 2.01 1.19 -0.81
H -0.11 -1.36 -1.92
H -0.74 -1.49 1.35
H 0.16 -2.45 0.10
H -2.61 -1.78 -0.51
H -1.40 0.94 -1.23
H -1.40 0.74 0.47
N 0.10 1.14 1.91
N 1.14 1.54 0.98
N -1.56 -1.11 -0.64
O 0.71 -0.66 -1.76
*
```

The value obtained for the HOMO energy is -9.3 eV. The LUMO energy is 0.5425 eV.

***

Run C
C4H9N3O | ωB97M-V/def2-TZVPD

```
! RIJCOSX wB97M-V def2-TZVPD def2/J DEFGRID3
* xyz 0 1
H 0.51 0.78 2.16
N 0.53 -0.02 1.52
C 1.10 0.20 0.31
N 2.42 0.54 0.13
C 0.18 -0.21 -0.65
N 0.40 -1.05 -1.78
C -1.01 -0.35 0.17
C -1.92 0.78 0.57
O -1.68 -1.51 0.12
H 2.64 1.10 -0.68
H 2.93 0.78 0.96
H 1.35 -1.41 -1.81
H 0.15 -0.64 -2.66
H -1.38 1.72 0.62
H -2.72 0.87 -0.17
H -2.38 0.57 1.54
H -1.11 -2.15 -0.34
*
```

The value obtained for the HOMO energy is -7.3 eV. The LUMO energy is 0.8522 eV. As for the SMILES: [H]/N=C(N)/C(N)=C(\C)O.

***

Run D
C4H9N3O | ωB97M-V/def2-TZVPD

```
! RIJCOSX wB97M-V def2-TZVPD def2/J DEFGRID3
* xyz 0 1
H -1.35 -1.21 -2.08
N -0.78 -2.04 -1.86
C -0.22 -1.88 -0.72
C -1.05 -1.24 0.49
N -2.06 -0.49 0.24
H -2.47 -0.13 1.10
H 0.43 -2.66 -0.29
H -0.74 -1.57 1.50
C 0.11 1.94 -0.15
C 1.08 0.80 -0.17
N 1.79 0.56 0.96
O 1.36 0.15 -1.21
H 0.59 2.82 -0.57
H -0.21 2.16 0.87
H -0.75 1.71 -0.77
H 1.66 1.11 1.79
H 2.61 -0.02 0.86
*
```

The value obtained for the HOMO energy is -9.3 eV. The LUMO energy is 0.4651 eV. As for the SMILES: [H]/N=C\C=N\[H].CC(N)=O.

***

run D is favored, and the nearest alternative lies 0.0191 hartree above it.

***

Run A
C4H9N3O | ωB97M-V/def2-TZVPD

```
! RIJCOSX wB97M-V def2-TZVPD def2/J DEFGRID3
* xyz 0 1
C 0.92 0.22 0.51
C 1.56 0.04 -0.86
C -0.98 -1.35 0.88
N -1.41 1.93 -0.70
C -1.64 0.64 -0.25
O 1.50 -0.53 1.50
N -0.73 -0.16 0.25
N -0.61 -2.48 0.41
H 1.43 -1.46 1.26
H 0.93 1.26 0.85
H -0.75 -3.24 1.06
H -0.52 2.33 -0.46
H -2.19 2.56 -0.55
H -2.66 0.29 -0.32
H 2.64 0.15 -0.78
H 1.34 -0.96 -1.24
H 1.18 0.77 -1.56
*
```

The value obtained for the HOMO energy (spin up / spin down) is -6.1 / -6.1 eV. The LUMO energy (spin up / spin down) is 0.6132 / 0.6133 eV.

***

Run B
C4H9N3O | ωB97M-V/def2-TZVPD

```
! RIJCOSX wB97M-V def2-TZVPD def2/J DEFGRID3
* xyz 0 1
C -2.12 -0.73 0.06
C -0.64 -0.59 0.03
C 0.39 -1.43 -0.23
N 1.36 -0.51 -0.61
O 2.63 -0.62 0.01
C 0.18 0.66 -0.09
N -0.19 1.59 -1.06
N 0.59 1.28 1.11
H -2.40 -1.77 0.15
H -2.54 -0.17 0.90
H -2.57 -0.33 -0.85
H 0.54 -2.50 -0.16
H 2.51 -0.93 0.93
H -0.28 1.18 -1.97
H 0.39 2.42 -1.08
H 0.69 0.62 1.87
H 1.45 1.81 0.99
*
```

The value obtained for the HOMO energy is -8.0 eV. The LUMO energy is 0.8689 eV. As for the SMILES: CC1=CN(O)C1(N)N.

***

run B is favored, and the nearest alternative lies 0.0260 hartree above it.

***

Run A
C4H4O3S | ωB97M-V/def2-TZVPD

```
! RIJCOSX wB97M-V def2-TZVPD def2/J DEFGRID3
* xyz 0 1
C -2.79 -1.17 -1.07
C -0.67 -0.57 0.23
C 0.83 -0.69 -0.04
C 1.52 0.56 0.10
H -2.88 -2.53 -1.86
H -3.26 -1.27 0.27
H -3.18 -0.02 -1.79
H 2.66 0.27 0.07
O -1.31 -1.19 -0.77
O -1.16 0.09 1.12
O 1.69 -1.60 -0.31
S 1.22 2.27 0.48
*
```

The value obtained for the HOMO energy is -9.4 eV. The LUMO energy is -2.4713 eV.

***

Run B
C4H4O3S | ωB97M-V/def2-TZVPD

```
! RIJCOSX wB97M-V def2-TZVPD def2/J DEFGRID3
* xyz 0 1
C 1.83 0.46 0.20
C 0.68 1.17 0.14
C 2.01 -0.73 -0.52
C -1.63 -0.28 0.10
O -0.99 -1.13 0.70
O 1.31 -1.79 -0.55
O -2.95 -0.33 0.06
S -0.82 0.98 -0.81
H 2.76 0.68 0.77
H 0.61 2.15 0.33
H 0.51 -1.65 0.13
H -3.31 0.48 -0.55
*
```

The value obtained for the HOMO energy (spin up / spin down) is -7.8 / -7.8 eV. The LUMO energy (spin up / spin down) is -0.0338 / -0.0342 eV.

***

run B is favored, and the nearest alternative lies 0.1322 hartree above it.

***

Run A
C4H4O3S | ωB97M-V/def2-TZVPD

```
! RIJCOSX wB97M-V def2-TZVPD def2/J DEFGRID3
* xyz 0 1
O 1.86 0.06 2.43
C 0.72 -0.05 2.07
C 0.32 -0.93 0.89
C 1.30 -0.88 -0.27
O 0.67 0.06 -1.16
C -0.61 0.19 -0.83
S -1.70 1.04 -1.68
O -0.89 -0.47 0.32
H -0.13 0.48 2.57
H 0.16 -1.94 1.25
H 1.42 -1.83 -0.76
H 2.27 -0.50 0.01
*
```

The value obtained for the HOMO energy is -9.0 eV. The LUMO energy is 0.1851 eV. As for the SMILES: O=C[C@@H]1COC(=S)O1.

***

Run B
C4H4O3S | ωB97M-V/def2-TZVPD

```
! RIJCOSX wB97M-V def2-TZVPD def2/J DEFGRID3
* xyz 0 1
C -0.48 -0.15 0.83
C -0.82 -0.63 -0.37
C 0.58 1.33 2.50
C 0.37 0.94 1.25
O 0.87 1.91 3.49
O 0.54 -1.46 -2.22
O 0.23 1.04 -2.10
S -0.52 -0.16 -2.07
H -0.82 -0.63 1.72
H -1.31 -1.54 -0.58
H 0.25 -2.00 -2.93
H 1.10 1.34 0.46
*
```

The value obtained for the HOMO energy is -8.9 eV. The LUMO energy is 0.0213 eV.

***

run A is favored, and the nearest alternative lies 0.0753 hartree above it.

***

Run A
C2H2NO2S2 | ωB97M-V/def2-TZVPD

```
! RIJCOSX wB97M-V def2-TZVPD def2/J DEFGRID3
* xyz -1 1
C -1.02 -1.26 -3.89
C -0.24 0.08 -0.02
N -0.30 -0.29 -1.25
O -2.06 -0.97 -3.48
O -0.04 -1.26 -4.48
S -0.83 -3.65 -2.73
S -0.19 -2.33 -1.32
H 0.26 1.09 0.14
H -0.48 -0.46 0.93
*
```

The value obtained for the HOMO energy is -2.8 eV. The LUMO energy is 3.6877 eV.

***

Run B
C2H2NO2S2 | ωB97M-V/def2-TZVPD

```
! RIJCOSX wB97M-V def2-TZVPD def2/J DEFGRID3
* xyz -1 1
O 2.63 0.75 0.28
C 1.85 -0.11 0.07
S 1.89 -1.75 -0.34
C 0.05 0.49 -0.15
S -0.54 1.99 -0.36
N -0.82 -0.51 0.04
O -2.19 -0.28 0.08
H -0.69 -1.41 0.32
H -2.17 0.83 0.06
*
```

The value obtained for the HOMO energy is -4.0 eV. The LUMO energy is 3.4972 eV. As for the SMILES: [O-]C(=S)C(=S)NO.

***

run A is favored, and the nearest alternative lies 0.0121 hartree above it.

***

Run A
C5H36N2O13 | ωB97M-V/def2-TZVPD

```
! RIJCOSX wB97M-V def2-TZVPD def2/J DEFGRID3
* xyz 0 1
C 2.74 1.99 1.21
N 2.18 1.18 0.25
C 0.78 -0.54 1.36
C 0.78 0.68 0.45
C 0.12 0.45 -0.90
N -1.22 0.98 -0.94
C -1.57 1.41 -2.29
O 2.01 2.57 2.01
H 3.81 2.25 1.02
H 2.80 0.40 0.06
H -0.17 -0.67 1.89
H 1.14 -1.45 0.83
H 1.55 -0.32 2.10
H 0.37 1.55 0.99
H 0.21 -0.61 -1.19
H 0.89 0.79 -1.67
H -1.29 1.72 -0.25
H -1.43 0.59 -2.97
H -2.67 1.50 -2.36
H -0.95 2.24 -2.58
H -3.87 -0.75 -0.41
H -2.33 -0.91 -0.82
O -3.24 -1.19 -0.98
H 2.36 -1.76 -2.76
H 1.61 -1.93 -1.60
O 2.55 -1.85 -1.80
H -3.61 -0.47 2.15
H -2.12 -0.22 2.75
O -2.68 -0.67 2.12
H -2.72 -2.59 0.50
H -2.45 -2.53 2.00
O -2.25 -3.05 1.21
H -0.54 3.28 3.96
H 0.42 2.85 2.95
O -0.55 2.96 3.05
H -0.86 3.69 1.38
H -0.04 3.74 0.06
O -0.56 4.28 0.67
H 0.44 -1.12 -4.16
H 1.40 0.12 -3.88
O 1.31 -0.85 -3.83
H 3.12 -1.89 0.93
H 4.23 -3.02 1.00
O 3.65 -2.45 1.51
H 4.41 -0.91 1.21
H 4.77 -0.09 2.40
O 4.61 0.03 1.45
H -0.73 -4.25 -1.52
H -1.14 -2.84 -0.93
O -0.51 -3.32 -1.47
H -3.76 1.72 1.74
H -2.59 2.40 1.86
O -3.07 1.77 2.43
H -1.24 -2.17 -3.60
H -2.37 -1.42 -2.92
O -1.73 -1.33 -3.64
*
```

The value obtained for the HOMO energy is -9.3 eV. The LUMO energy is -0.0675 eV.

***

Run B
C5H36N2O13 | ωB97M-V/def2-TZVPD

```
! RIJCOSX wB97M-V def2-TZVPD def2/J DEFGRID3
* xyz 0 1
C -0.95 -0.14 0.65
C -0.66 -0.83 -0.66
C -1.03 -2.19 -0.59
C -2.00 -2.81 -1.15
C -0.36 -3.99 0.90
N 0.00 -3.03 0.18
N -2.43 0.32 0.65
H -0.30 0.73 0.74
H -0.70 -0.77 1.51
H -1.34 -0.29 -1.36
H 0.42 -0.61 -0.87
H -2.86 -2.32 -1.58
H -2.19 -3.90 -1.13
H -1.39 -4.29 1.24
H 0.29 -4.63 1.47
H -2.61 1.00 -0.09
H -2.82 0.59 1.54
H 0.40 -2.17 2.86
H 1.62 -1.62 3.69
O 0.87 -2.19 3.67
H 4.05 1.67 -2.41
H 3.24 0.32 -2.12
O 3.20 1.24 -2.70
H -3.83 0.89 -1.93
H -4.28 0.13 -0.71
O -4.32 0.06 -1.66
H -1.85 2.68 -1.41
H -2.49 3.66 -2.33
O -2.68 3.11 -1.61
H 3.42 -0.12 -0.32
H 3.32 -1.35 -1.11
O 3.79 -0.54 -1.13
H 2.21 -1.76 0.59
H 1.70 -0.31 0.69
O 2.43 -0.87 0.92
H 0.75 2.86 -3.77
H 1.92 2.10 -3.03
O 1.16 2.88 -2.93
H 1.52 -2.90 -1.44
H 2.76 -3.21 -2.65
O 2.28 -2.68 -2.00
H -2.80 -1.17 2.07
H -2.58 -2.48 2.87
O -2.17 -1.71 2.61
H 2.08 4.31 -1.05
H 2.34 2.71 -0.94
O 2.13 3.46 -0.43
H -0.13 3.06 2.63
H 1.32 3.76 2.60
O 0.36 3.83 2.20
H 0.28 2.91 0.14
H 0.47 2.66 -1.44
O -0.08 2.51 -0.67
H -1.05 -0.50 3.40
H -1.79 0.68 4.03
O -0.99 0.44 3.59
*
```

The value obtained for the HOMO energy is -9.5 eV. The LUMO energy is 0.1757 eV.

***

run A is favored, and the nearest alternative lies 0.0768 hartree above it.